(1)
{"formula": "C44H44MnO2P2S", "method": "ωB97M-V/def2-TZVPD", "symbols": ["Mn", "C", "C", "C", "C", "C", "C", "C", "C", "C", "C", "C", "C", "H", "H", "H", "H", "H", "H", "H", "H", "H", "H", "H", "H", "H", "H", "H", "H", "H", "H", "O", "C", "O", "C", "C", "C", "C", "C", "C", "S", "H", "H", "H", "H", "C", "P", "C", "C", "C", "C", "C", "C", "C", "C", "C", "C", "C", "C", "P", "C", "C", "C", "C", "C", "C", "C", "C", "C", "C", "C", "C", "H", "H", "H", "H", "H", "H", "H", "H", "H", "H", "H", "H", "H", "H", "H", "H", "H", "H", "H", "H", "H", "H"], "coordinates": [[1.982, -0.545, 0.264], [2.461, 3.171, 0.289], [2.966, 1.878, 0.883], [3.982, 1.138, 0.239], [4.633, 1.685, -1.015], [4.471, -0.033, 0.841], [5.596, -0.807, 0.199], [3.919, -0.488, 2.051], [4.518, -1.685, 2.742], [2.841, 0.202, 2.634], [2.151, -0.350, 3.861], [2.439, 1.431, 2.098], [1.435, 2.278, 2.834], [2.596, 3.195, -0.790], [2.980, 4.037, 0.714], [1.394, 3.300, 0.486], [4.095, 1.383, -1.919], [5.660, 1.341, -1.106], [4.659, 2.774, -0.993], [6.570, -0.427, 0.529], [5.553, -0.739, -0.887], [5.532, -1.862, 0.447], [4.168, -2.614, 2.282], [4.263, -1.703, 3.800], [5.606, -1.662, 2.666], [2.622, -0.002, 4.787], [2.173, -1.438, 3.859], [1.104, -0.054, 3.879], [0.415, 2.081, 2.481], [1.642, 3.338, 2.690], [1.460, 2.078, 3.903], [-1.676, -3.534, 0.032], [-0.271, -3.265, 0.161], [0.036, -1.973, 0.264], [0.584, -4.361, 0.125], [0.004, -5.668, 0.175], [0.773, -6.797, 0.191], [2.172, -6.688, 0.159], [2.757, -5.441, 0.085], [2.012, -4.247, 0.047], [2.917, -2.774, -0.186], [-1.072, -5.764, 0.213], [0.300, -7.770, 0.236], [2.791, -7.577, 0.183], [3.836, -5.348, 0.037], [-1.657, 1.851, 0.186], [-0.256, 0.628, 0.062], [0.449, 0.749, -1.630], [1.114, -0.328, -2.248], [1.843, -0.131, -3.421], [1.935, 1.120, -3.996], [1.312, 2.204, -3.378], [0.607, 2.024, -2.202], [-1.122, -1.017, 0.186], [-2.019, -1.446, -0.933], [-2.346, -2.723, -0.963], [-2.536, -3.405, 1.248], [-2.558, -2.184, 1.859], [-1.910, -1.033, 1.450], [-2.528, 2.654, -1.255], [-3.684, 3.739, -0.303], [-3.247, 4.524, 0.765], [-4.113, 5.396, 1.417], [-5.430, 5.515, 0.999], [-5.868, 4.772, -0.089], [-5.003, 3.899, -0.736], [-3.637, 1.284, -1.759], [-4.505, 0.636, -0.877], [-5.262, -0.444, -1.303], [-5.163, -0.889, -2.619], [-4.312, -0.247, -3.507], [-3.552, 0.838, -3.075], [-1.252, 2.682, 0.765], [-2.402, 1.369, 0.817], [1.020, -1.340, -1.879], [2.348, -0.978, -3.872], [2.491, 1.257, -4.916], [1.378, 3.194, -3.815], [0.166, 2.888, -1.726], [-2.470, -0.734, -1.609], [-3.052, -3.269, -1.567], [-3.066, -4.315, 1.462], [-3.159, -2.154, 2.761], [-1.905, -0.159, 2.088], [-2.218, 4.476, 1.101], [-3.751, 5.986, 2.250], [-6.109, 6.185, 1.513], [-6.888, 4.870, -0.439], [-5.365, 3.331, -1.585], [-4.580, 0.970, 0.152], [-5.925, -0.946, -0.608], [-5.751, -1.738, -2.949], [-4.236, -0.588, -4.532], [-2.871, 1.333, -3.759]], "forces_ev_per_angstrom": [[0.6, -0.1, 0.5], [0.0, 0.0, 0.0], [0.0, 0.1, -0.1], [0.1, 0.0, -0.2], [-0.1, 0.0, 0.0], [0.2, 0.0, 0.0], [0.0, 0.0, 0.0], [0.1, -0.1, 0.0], [0.0, -0.1, 0.0], [-0.1, -0.1, 0.1], [0.0, 0.0, 0.0], [-0.1, 0.1, 0.1], [-0.1, 0.0, 0.0], [0.0, 0.0, 0.0], [0.0, 0.0, 0.0], [0.1, 0.0, 0.0], [0.0, 0.0, 0.0], [0.0, 0.0, 0.0], [0.0, 0.0, 0.0], [0.0, 0.0, 0.0], [0.0, 0.0, 0.0], [0.0, 0.0, 0.0], [0.0, 0.0, 0.0], [0.0, 0.0, 0.0], [0.0, 0.0, 0.0], [0.0, 0.0, 0.0], [0.0, 0.0, 0.0], [0.0, 0.0, 0.0], [0.1, 0.0, 0.0], [0.0, 0.0, 0.0], [0.0, 0.0, 0.0], [-0.4, 0.3, 0.0], [-0.1, -0.5, -0.2], [-0.1, 0.6, -0.1], [0.0, -0.2, 0.0], [0.0, 0.1, 0.0], [0.1, 0.0, 0.0], [0.0, 0.0, 0.0], [-0.1, 0.1, 0.0], [-0.1, 0.0, 0.0], [0.1, 0.0, -0.1], [0.0, 0.0, 0.0], [0.0, 0.0, 0.0], [0.0, 0.0, 0.0], [0.0, 0.0, 0.0], [0.2, 0.2, 0.0], [-0.3, -0.2, -0.4], [-0.1, 0.1, 0.0], [-0.2, 0.1, 0.0], [0.1, -0.1, 0.0], [0.0, 0.1, 0.0], [0.0, 0.0, 0.0], [0.1, 0.0, 0.0], [-0.5, 0.2, 0.2], [0.2, 0.1, 0.1], [0.1, -0.3, -0.1], [0.0, 0.0, 0.1], [0.1, 0.0, -0.2], [0.0, 0.0, -0.1], [0.0, 0.0, 0.0], [0.0, 0.0, 0.0], [0.0, 0.0, 0.0], [0.1, -0.1, -0.1], [0.0, 0.0, 0.0], [0.0, 0.0, 0.0], [0.0, 0.0, 0.0], [-0.1, 0.1, 0.0], [-0.1, 0.0, 0.0], [0.0, 0.1, 0.0], [0.0, 0.0, 0.1], [0.0, 0.0, 0.0], [0.0, 0.0, -0.1], [0.0, 0.0, 0.1], [0.0, 0.0, 0.1], [0.0, -0.1, 0.1], [-0.1, 0.0, 0.0], [0.0, 0.0, 0.0], [0.0, 0.0, 0.0], [0.0, 0.0, 0.0], [0.2, -0.2, 0.1], [0.1, -0.1, 0.1], [0.2, 0.0, -0.1], [0.0, 0.0, 0.0], [0.0, -0.1, 0.0], [0.0, 0.0, 0.0], [0.0, 0.0, 0.0], [0.0, 0.0, 0.0], [0.0, 0.0, 0.0], [0.0, 0.0, 0.0], [0.0, 0.0, -0.1], [0.0, 0.0, 0.0], [0.0, 0.0, 0.0], [0.0, 0.0, 0.0], [0.0, 0.0, 0.0]], "gap_ev": [6.323, 4.945], "e_lumo_ev": [0.5, 0.2], "multiplicity": 6, "s_squared": 8.98, "homo_energy_ev": [-5.8, -4.7]}



(2)
{"formula": "C44H44N4O8", "method": "ωB97M-V/def2-TZVPD", "symbols": ["O", "C", "C", "C", "C", "O", "C", "C", "H", "H", "H", "H", "H", "H", "O", "C", "C", "C", "C", "O", "C", "C", "H", "H", "H", "H", "H", "H", "O", "C", "C", "C", "C", "O", "C", "C", "H", "H", "H", "H", "H", "H", "O", "C", "C", "C", "C", "O", "C", "C", "H", "H", "H", "H", "H", "H", "C", "C", "C", "N", "C", "C", "H", "H", "H", "H", "H", "C", "C", "C", "N", "C", "C", "H", "H", "H", "H", "H", "C", "C", "C", "N", "C", "C", "H", "H", "H", "H", "H", "C", "C", "C", "N", "C", "C", "H", "H", "H", "H", "H"], "coordinates": [[-0.271, -0.781, 4.469], [-1.534, -1.402, 4.297], [-2.015, -2.569, 4.768], [-3.341, -3.074, 4.473], [-4.125, -2.297, 3.588], [-5.441, -2.770, 3.167], [-3.595, -1.060, 3.015], [-2.351, -0.645, 3.407], [-0.135, -0.890, 5.357], [-1.485, -3.231, 5.602], [-3.586, -3.903, 4.998], [-5.674, -2.104, 2.400], [-4.165, -0.351, 2.436], [-1.822, 0.293, 2.978], [1.905, -1.279, -0.263], [1.968, -0.079, 0.420], [1.404, -0.004, 1.729], [1.228, 1.341, 2.518], [1.859, 2.498, 1.898], [1.802, 3.683, 2.519], [2.277, 2.408, 0.640], [2.428, 1.190, -0.161], [1.498, -2.028, 0.375], [1.192, -0.842, 2.308], [0.680, 1.423, 3.545], [1.112, 3.971, 3.169], [2.697, 3.345, 0.106], [2.648, 1.187, -1.239], [-0.497, -8.995, 1.963], [0.278, -7.922, 1.694], [1.638, -7.818, 2.197], [2.455, -6.554, 1.880], [1.799, -5.468, 1.200], [2.591, -4.390, 0.977], [0.459, -5.446, 0.940], [-0.305, -6.749, 1.238], [0.019, -9.735, 2.044], [2.085, -8.484, 2.729], [3.622, -6.365, 2.155], [3.472, -4.536, 0.754], [-0.082, -4.633, 0.624], [-1.320, -6.603, 1.029], [2.821, -1.937, -2.780], [1.939, -2.748, -3.482], [0.647, -2.916, -2.992], [-0.315, -3.805, -3.641], [-0.018, -4.430, -4.845], [-0.835, -5.343, -5.365], [1.341, -4.281, -5.307], [2.345, -3.473, -4.696], [2.496, -1.851, -1.939], [0.450, -2.431, -2.175], [-1.319, -3.771, -3.293], [-1.607, -4.963, -5.308], [1.707, -4.860, -6.191], [3.358, -3.601, -5.071], [0.004, 7.559, -0.852], [-0.462, 6.716, -1.835], [0.398, 5.612, -2.139], [1.541, 5.320, -1.419], [1.796, 6.165, -0.372], [1.129, 7.257, -0.039], [-0.546, 8.343, -0.674], [-1.196, 7.000, -2.372], [0.270, 5.024, -2.998], [2.624, 5.828, 0.323], [1.412, 7.759, 0.840], [-1.358, 4.367, 3.046], [-0.505, 5.018, 4.026], [-0.373, 4.312, 5.241], [-0.914, 3.163, 5.531], [-1.585, 2.568, 4.637], [-1.950, 3.150, 3.391], [-1.642, 4.732, 2.141], [0.196, 6.029, 3.761], [0.236, 4.797, 5.952], [-1.961, 1.695, 5.016], [-2.695, 2.726, 2.696], [0.970, 1.176, -3.833], [1.626, 2.347, -3.921], [1.800, 2.961, -5.195], [1.476, 2.383, -6.369], [0.890, 1.063, -6.219], [0.660, 0.428, -4.977], [0.754, 0.777, -2.919], [1.745, 2.889, -3.163], [2.279, 3.983, -5.371], [0.739, 0.531, -7.126], [0.283, -0.442, -5.019], [-1.684, 2.533, -2.409], [-2.488, 1.457, -2.698], [-3.005, 0.581, -1.667], [-2.519, 0.683, -0.450], [-1.627, 1.653, -0.072], [-1.208, 2.656, -0.986], [-1.227, 3.222, -3.133], [-2.920, 1.410, -3.601], [-3.636, -0.390, -1.705], [-1.197, 1.775, 0.886], [-0.511, 3.272, -0.769]], "forces_ev_per_angstrom": [[-1.9, -1.0, -2.5], [0.0, 2.3, -2.4], [-0.4, -3.1, 3.0], [1.7, 4.9, -2.4], [-0.7, -0.5, -0.7], [1.9, 3.0, -1.4], [-0.3, -1.4, 1.6], [1.7, 0.8, -0.4], [1.4, -0.2, 3.7], [-0.7, 1.7, -2.1], [-1.4, -2.5, 1.0], [0.4, -2.1, 2.3], [-0.4, -0.4, -0.4], [-1.3, -1.6, 0.7], [-0.9, -1.8, 2.0], [-0.7, 2.8, 1.5], [0.5, 5.2, 1.0], [1.5, -2.2, -2.3], [-4.2, -2.8, 3.8], [0.7, 2.4, 0.4], [3.3, -0.4, -5.7], [-2.0, -1.2, 2.0], [1.5, 2.6, -2.0], [-0.8, -1.6, 0.6], [1.3, -0.5, -2.1], [0.5, -1.5, -0.9], [-1.0, -1.5, 1.0], [0.3, 0.4, 0.7], [-2.2, 2.3, -0.5], [2.1, 2.3, 1.5], [-1.2, 8.0, -5.2], [-1.4, -2.4, 0.4], [2.0, -1.6, 1.3], [-2.8, 2.3, 0.0], [-0.5, -6.0, 2.0], [2.9, 3.4, -1.0], [2.0, -2.9, 0.4], [2.6, -4.5, 3.1], [-3.2, -0.9, -0.5], [2.1, -1.0, -0.5], [-1.0, 1.8, -0.9], [-1.5, -0.6, -0.2], [1.0, -1.3, -4.6], [0.7, -0.9, -1.2], [0.7, -3.9, -5.9], [1.9, 2.3, 0.0], [4.0, 1.1, 1.9], [5.3, -3.3, -1.6], [0.7, 0.1, -0.3], [-2.7, -0.4, 1.5], [-1.2, 0.7, 3.6], [-1.7, 2.6, 4.6], [-0.7, -0.4, 0.6], [-7.1, 2.5, 0.2], [-0.7, 0.4, 0.8], [-0.2, 0.6, 0.2], [2.5, -3.7, 0.3], [7.3, -2.6, 3.3], [1.7, 1.4, 2.3], [-2.3, 1.4, -0.5], [2.5, -3.9, 0.0], [-2.6, 1.0, -1.5], [-2.8, 4.4, 1.1], [-5.3, 1.5, -3.8], [-0.4, -0.9, -1.0], [-0.8, 0.3, -1.1], [0.1, 1.0, 0.7], [0.9, -0.9, 3.8], [0.7, 0.4, -1.6], [0.8, 2.8, -1.9], [1.9, 0.7, 2.3], [-2.3, 0.7, -2.9], [0.5, 0.2, 0.3], [-0.3, 1.5, -2.5], [-2.4, -3.0, 0.9], [0.6, 0.2, 1.1], [-1.3, -2.5, 0.0], [0.6, -0.1, 0.6], [0.2, -1.2, -2.1], [-1.3, -1.6, -7.1], [0.5, 0.0, -1.6], [-1.3, -2.9, 1.9], [1.8, 2.5, 1.7], [3.0, 7.9, -2.0], [-0.5, -1.0, 2.5], [1.5, 4.2, 6.4], [-0.7, -1.4, 0.8], [-0.3, -0.1, -0.7], [-2.8, -6.4, 0.3], [1.6, -0.2, 3.7], [-0.7, 0.0, 3.1], [1.5, -0.4, 0.3], [0.7, 0.4, 2.1], [-0.6, 1.6, -3.9], [-5.8, -6.3, -3.8], [-0.7, -0.5, 0.1], [-1.2, -0.5, -3.5], [0.7, 2.1, -1.0], [0.0, -0.8, 1.3], [4.5, 4.5, 1.7]], "gap_ev": 8.433, "e_lumo_ev": 0.4, "multiplicity": 1, "homo_energy_ev": -8.0, "smiles": "Oc1ccc(O)cc1.Oc1ccc(O)cc1.Oc1ccc(O)cc1.Oc1ccc(O)cc1.c1ccncc1.c1ccncc1.c1ccncc1.c1ccncc1"}